No. 1
62
Properties=species:S:1:pos:R:3:forces:R:3:nbo_charge:R:1 method="wB97M-V/def2-TZVPD" energy_ha=-4687.97146 multiplicity=1 homo_ha=-0.1800 charge=-1
Sn 0.994644 0.265826 0.132558 0.69 0.16 -1.65 1.563
C -0.748770 0.663334 2.392516 -0.96 0.14 0.78 -0.461
N 0.459482 -0.125398 2.156610 -0.82 -0.47 1.58 -0.618
C 1.495675 0.286977 3.096977 0.67 0.24 0.59 -0.448
C 0.154519 -1.557993 2.256233 -0.20 -0.80 0.32 -0.240
C 1.391115 -2.412757 2.048001 0.18 0.12 0.02 -0.240
N 2.124873 -1.821387 0.959977 -0.11 0.52 -0.57 -0.774
C 3.262587 -2.376335 0.531250 0.46 -0.35 -0.10 0.117
C 4.010182 -1.737142 -0.498162 -0.22 0.19 0.05 0.280
F 3.507574 -0.581579 -1.008629 0.11 -0.10 0.04 -0.327
C 5.207402 -2.187132 -0.986876 0.11 -0.13 0.05 0.344
F 5.837447 -1.477196 -1.942891 -0.08 0.06 -0.02 -0.320
C 5.797996 -3.348139 -0.519834 -0.07 -0.03 0.05 -0.430
C 5.101319 -4.015856 0.467537 0.20 0.11 -0.14 0.359
F 5.628367 -5.151303 0.970638 -0.06 -0.04 0.04 -0.323
C 3.900313 -3.574219 0.977758 -0.13 0.16 -0.02 0.210
F 3.353471 -4.351665 1.949080 -0.17 0.13 0.02 -0.330
H -1.099335 0.545788 3.428378 0.06 -0.18 -0.12 0.190
H -0.531768 1.716660 2.210152 -0.66 -1.69 0.85 0.246
H -1.547556 0.346410 1.724428 0.04 -0.20 0.19 0.241
H 1.217226 0.056386 4.134931 -0.11 -0.15 -0.20 0.191
H 2.437595 -0.203130 2.851388 -0.05 -0.09 0.05 0.224
H 1.644389 1.362028 3.001096 -0.05 -0.25 0.12 0.252
H -0.302168 -1.805661 3.227317 0.03 0.28 -0.11 0.194
H -0.575585 -1.776912 1.475407 0.01 -0.01 0.12 0.252
H 2.000914 -2.444671 2.960062 -0.10 -0.07 0.11 0.172
H 1.059465 -3.435495 1.843914 0.00 -0.01 0.04 0.202
H 6.739507 -3.706670 -0.903059 0.01 -0.02 0.00 0.234
O -0.231748 -1.429947 -4.226841 0.13 -0.22 -0.01 -0.665
C -1.533218 -1.141906 -4.339297 -0.23 0.25 0.02 0.370
C -2.271920 -1.877311 -5.267041 0.10 -0.10 -0.01 -0.289
C -3.609590 -1.617290 -5.464607 0.06 0.06 0.03 -0.151
C -4.240499 -0.602327 -4.751478 -0.13 0.04 -0.08 -0.273
C -3.527030 0.127805 -3.827360 0.08 -0.02 -0.07 -0.130
C -2.174511 -0.136161 -3.586106 -0.14 -0.26 0.00 -0.201
C -1.368126 0.598897 -2.596765 0.86 0.23 -0.10 0.658
O -0.144744 0.722683 -2.729551 -0.68 -0.10 0.09 -0.629
N -2.003890 1.228973 -1.544563 -0.55 -0.05 0.24 -0.032
N -1.214087 1.874348 -0.625434 0.33 0.26 0.39 -0.307
C -1.814640 2.551122 0.284844 -0.30 -0.15 -0.72 0.114
C -1.145738 3.390119 1.253947 0.39 0.44 0.08 -0.259
C -1.905360 4.442922 1.788966 0.05 -0.09 -0.12 -0.140
C -1.363583 5.385763 2.630223 0.01 0.16 0.04 -0.297
C -0.013803 5.278280 2.978356 -0.14 0.01 0.04 -0.180
C 0.745375 4.230378 2.520708 0.02 -0.12 -0.10 -0.310
C 0.224153 3.239093 1.646467 0.15 1.40 -0.43 0.463
O 0.972218 2.247105 1.312524 0.82 0.55 -1.19 -0.896
H 0.173708 -0.780588 -3.620712 -0.02 0.18 0.00 0.515
H -1.751534 -2.645464 -5.823461 -0.02 -0.02 0.00 0.219
H -4.163831 -2.194067 -6.194240 -0.01 -0.03 0.02 0.204
H -5.288900 -0.391461 -4.912977 0.00 0.02 -0.01 0.208
H -4.018709 0.924826 -3.291942 0.02 -0.03 0.11 0.225
H -2.906421 2.569986 0.298161 0.05 0.01 0.04 0.200
H -2.943743 4.526603 1.485507 -0.01 -0.03 0.03 0.203
H -1.964136 6.207349 2.997950 -0.01 -0.03 0.01 0.205
H 0.434921 6.025724 3.622566 0.01 -0.03 0.03 0.203
H 1.783045 4.124935 2.812812 0.02 0.02 -0.04 0.209
O -3.222919 0.754061 -1.086038 0.25 -0.28 -0.17 -0.599
Se -3.054145 -0.957170 -0.288905 -0.01 0.36 -0.18 2.725
O -3.930906 -1.913840 -1.189733 -0.54 -0.46 -0.75 -0.999
O -1.461529 -1.170839 -0.394104 0.92 0.12 -0.18 -1.094
O -3.585065 -0.745350 1.191357 -0.28 0.41 0.91 -1.027

No. 2
46
Properties=species:S:1:pos:R:3:forces:R:3:nbo_charge:R:1 method="wB97M-V/def2-TZVPD" energy_ha=-1874.60613 multiplicity=1 homo_ha=-0.4058 charge=+1
Tl -2.091134 -2.330975 -1.163482 -0.58 0.01 -0.07 0.831
O -5.350466 0.646369 -0.928026 0.21 -0.18 0.29 -0.638
C -4.241983 0.136532 -0.982372 0.14 0.35 -0.87 0.746
O -3.687407 -0.731822 -0.240818 0.16 -0.28 0.27 -0.843
C -3.345084 0.627302 -2.167886 -0.30 -0.04 0.29 0.101
C -3.807869 1.602672 -3.050849 0.16 0.01 -0.05 -0.185
C -2.953506 2.059741 -4.036439 -0.08 0.02 -0.04 -0.160
C -1.667822 1.536745 -4.131284 0.17 -0.03 -0.11 -0.192
C -1.304982 0.548405 -3.240471 -0.27 -0.01 0.29 0.049
N -2.131590 0.106144 -2.281424 0.17 -0.09 -0.10 -0.494
C 0.085482 0.004706 -3.175551 0.41 0.49 -0.17 0.766
O 1.071216 0.624435 -3.486374 -0.23 -0.21 0.08 -0.569
O 0.127875 -1.231005 -2.647912 0.00 -0.22 0.35 -0.694
H -4.814660 1.976858 -2.935520 0.01 -0.01 0.07 0.263
H -3.273101 2.829556 -4.726963 -0.01 -0.03 -0.01 0.233
H -0.967321 1.875457 -4.882664 0.01 0.02 0.06 0.244
N 1.292371 -2.449364 2.458994 0.09 0.14 0.03 -0.505
C 0.758964 -3.706957 2.354108 -0.07 -0.08 0.01 -0.066
C -0.279220 -3.590107 1.483355 -0.08 0.06 -0.14 -0.086
N -0.383306 -2.288679 1.048298 0.26 0.31 0.30 -0.492
C 0.580171 -1.631094 1.645903 0.02 -0.28 0.07 0.321
C 0.854203 -0.152596 1.547124 -0.56 -0.13 -0.60 -0.104
N -1.714811 0.657817 1.739449 -0.24 0.30 0.43 -0.430
C -1.554818 0.500969 3.032515 -0.47 -0.39 -0.27 -0.091
C -0.277173 0.538327 3.592754 0.52 0.02 0.01 0.163
N 0.823510 0.442321 2.868925 -0.10 0.28 0.17 -0.492
H 2.107553 -2.202115 2.994321 0.04 -0.05 -0.03 0.426
H 1.145553 -4.547226 2.904744 0.00 0.04 -0.02 0.243
H -0.972766 -4.342936 1.144176 0.09 -0.02 0.03 0.235
H -2.436935 0.555893 3.655403 0.03 0.00 0.01 0.252
H -0.139386 0.787996 4.638111 -0.07 0.13 -0.03 0.247
H 1.684914 0.813738 3.248208 0.05 -0.14 0.05 0.440
C 3.749744 -0.559000 -0.783010 -0.21 -0.01 0.04 -0.468
N 2.516060 -0.750868 -0.037391 -0.25 -0.17 0.16 -0.474
C 2.147156 0.152994 0.778229 0.13 -0.26 -0.21 0.406
S -0.639149 0.562841 0.618717 0.75 -0.08 -0.08 0.865
N 2.848162 1.298511 1.025373 -0.02 0.42 0.20 -0.630
C 2.407539 2.553188 1.637947 -0.02 -0.10 -0.06 -0.421
H 3.916305 -1.437906 -1.399014 0.07 0.06 -0.06 0.228
H 4.608453 -0.452808 -0.109925 0.01 0.00 -0.02 0.197
H 3.697112 0.321690 -1.434029 0.02 -0.02 -0.03 0.209
H 1.031561 -1.445213 -2.365897 0.08 0.10 -0.24 0.515
H 3.656614 1.395903 0.432721 0.02 -0.03 0.05 0.418
H 1.333778 2.696965 1.542197 -0.02 0.05 -0.01 0.205
H 2.895796 3.376378 1.124379 -0.01 0.02 -0.03 0.242
H 2.694398 2.620217 2.691350 -0.04 0.01 0.00 0.188